1.
# H22O11

A cluster of 11 separate species, H22O11 in total (ωB97M-V/def2-TZVPD, the Open Molecules 2025 dataset).

**Total charge**: 0
**Relative energy (zero: lowest compared OMol25 entry of this formula, charge and spin)**: 57.5 kcal per mole
**Spin multiplicity**: 1
**Gap between HOMO and LUMO**: 10.331 eV
**SMILES string**: O.O.O.O.O.O.O.O.O.O.O

Geometry as XYZ:
```
33
Properties=species:S:1:pos:R:3:forces:R:3:mulliken_charge:R:1
O -1.0791 1.4403 1.6950 0.0 0.7 1.1 -0.55
O -2.3647 1.2712 -1.2659 -1.4 0.4 -0.7 -0.65
O -0.2044 0.3874 4.0557 -0.2 0.1 1.0 -0.58
O 1.1626 -0.5891 1.8107 -0.2 -0.2 0.5 -0.55
O 2.3393 0.9699 -2.2905 1.3 0.3 1.1 -0.65
O -0.0786 0.6039 -4.4616 0.4 -0.2 -0.2 -0.67
O -1.0946 -1.0322 -2.7764 1.8 -1.2 -1.9 -0.70
O 1.9778 2.0006 2.7860 0.3 1.3 -0.2 -0.64
O -1.5588 -1.4697 1.4761 0.1 -0.3 -0.2 -0.67
O 0.4374 -2.6459 -0.3902 -1.5 1.0 0.6 -0.47
O 0.1347 0.5930 -0.5654 0.4 0.4 0.2 -0.69
H -3.0915 1.0134 -0.6867 0.5 -0.1 0.1 0.31
H -1.0952 1.9021 2.5576 0.1 -0.6 -0.3 0.27
H 0.4451 -3.5743 -0.3559 -0.8 -2.2 0.5 0.21
H 1.9095 -0.4868 1.2106 0.4 -0.2 0.4 0.29
H 1.5630 1.1746 2.5914 -0.4 -0.8 -0.1 0.42
H 0.1310 0.3773 0.3718 0.0 0.3 0.3 0.24
H -0.6957 -1.6791 -3.4629 -1.5 0.9 2.3 0.27
H -1.4252 2.1008 1.0976 -0.2 0.2 -0.6 0.25
H -0.0897 -0.2286 -0.9865 -0.2 -0.8 -0.7 0.39
H 0.4823 -0.1078 4.4844 0.4 0.1 1.7 0.37
H -0.4800 0.0404 -3.7817 -0.3 1.0 0.1 0.50
H 1.2587 -2.5431 -0.7967 2.3 1.2 -1.2 0.26
H -1.6939 -1.4371 -2.1645 -0.6 -0.7 0.2 0.30
H -0.7358 -1.7778 1.0893 0.1 -0.7 -0.3 0.41
H 0.0725 -0.0284 -5.1656 0.1 0.2 -0.5 0.26
H 1.4662 2.6073 2.2270 0.4 -0.1 0.3 0.32
H -1.5134 1.1358 -0.8596 0.5 -0.3 0.5 0.36
H 2.1894 0.6820 -3.1671 -0.6 -0.3 -1.4 0.32
H 1.5248 0.8770 -1.8071 -0.6 0.1 0.2 0.37
H 1.3980 -1.0235 2.6521 0.6 0.0 -1.1 0.22
H -0.0091 0.0234 3.2172 -0.7 0.0 -2.1 0.24
H -1.2826 -0.5769 1.6619 -0.6 0.9 0.4 0.24
```
Positions in Å, forces in eV/Å.

=====

2.
# H22O11

A cluster of 11 separate species, H22O11 in total (ωB97M-V/def2-TZVPD, the Open Molecules 2025 dataset).

**Total charge**: 0
**Relative energy (zero: lowest compared OMol25 entry of this formula, charge and spin)**: 32.1 kcal per mole
**Spin multiplicity**: 1
**Gap between HOMO and LUMO**: 10.097 eV
**SMILES string**: O.O.O.O.O.O.O.O.O.O.O

Geometry as XYZ:
```
33
Properties=species:S:1:pos:R:3:forces:R:3:mulliken_charge:R:1
O 5.4682 -17.0786 19.4039 -0.4 -0.4 0.1 -0.61
O 2.0464 -17.0653 22.1335 -0.3 0.0 0.0 -0.65
O 2.8846 -14.1921 24.6003 0.1 -0.2 0.0 -0.60
O 3.9272 -11.8125 22.3988 0.3 0.3 0.6 -0.67
O 5.5435 -15.6005 26.0304 0.1 -0.3 0.2 -0.64
O 8.0823 -16.8238 20.6745 0.4 -0.1 0.3 -0.61
O 5.3073 -15.5278 22.3438 -0.2 -0.1 -0.3 -0.46
O 6.8109 -12.6064 23.1575 0.0 0.2 0.0 -0.52
O 4.7556 -18.0851 21.8271 0.1 -0.1 0.5 -0.66
O 5.1465 -12.9150 25.7747 0.5 0.0 0.1 -0.70
O 5.0367 -13.4656 20.5778 -0.3 0.3 0.4 -0.75
H 2.6472 -13.3495 24.1994 0.1 0.0 -0.1 0.30
H 5.3823 -14.8544 23.0274 -0.1 0.0 0.0 0.14
H 7.6921 -12.5186 22.7736 -0.1 -0.1 0.0 0.26
H 4.9801 -17.5663 20.1030 0.4 0.2 -0.4 0.38
H 6.8533 -12.1133 23.9834 0.0 -0.1 0.0 0.23
H 5.6075 -15.9724 26.9174 0.0 0.1 -0.1 0.27
H 2.9047 -16.6325 22.1525 -0.1 0.0 0.1 0.37
H 5.2977 -16.3429 25.4663 -0.1 0.2 -0.1 0.29
H 5.4140 -13.8424 25.9463 0.0 0.3 -0.1 0.39
H 3.6815 -14.0002 25.1110 -0.4 0.2 -0.2 0.35
H 7.2405 -17.1912 20.9641 -0.2 0.2 -0.3 0.32
H 4.9428 -17.1983 22.2175 0.0 -0.1 -0.2 0.33
H 5.0738 -15.0277 21.5226 0.2 0.0 0.4 0.41
H 5.4543 -17.6661 18.6421 0.0 0.1 0.0 0.27
H 4.5679 -12.8665 21.2124 0.3 -0.4 -0.9 0.43
H 4.7962 -11.8895 22.8317 -0.2 -0.1 0.0 0.34
H 3.6701 -10.8966 22.5504 -0.1 0.0 -0.2 0.32
H 5.9710 -13.2852 20.7175 0.0 0.0 -0.1 0.29
H 5.9169 -12.3905 26.0113 -0.1 0.0 0.2 0.29
H 5.3004 -18.6963 22.3333 -0.1 -0.1 -0.1 0.30
H 8.3929 -17.4393 20.0048 -0.1 0.1 -0.1 0.29
H 2.2476 -17.9917 21.9757 0.2 0.1 0.0 0.31
```
Positions in Å, forces in eV/Å.

=====

3.
# H22O11

A cluster of 11 separate species, H22O11 in total (ωB97M-V/def2-TZVPD, the Open Molecules 2025 dataset).

**Total charge**: 0
**Relative energy (zero: lowest compared OMol25 entry of this formula, charge and spin)**: 99.8 kcal per mole
**Spin multiplicity**: 1
**Gap between HOMO and LUMO**: 9.935 eV
**SMILES string**: O.O.O.O.O.O.O.O.O.O.O

Geometry as XYZ:
```
33
Properties=species:S:1:pos:R:3:forces:R:3:mulliken_charge:R:1
O 0.2832 3.9444 -3.1303 -0.3 0.0 -0.4 -0.64
O -2.5606 -3.0127 -2.7102 1.4 0.7 -4.3 -0.58
O 3.0236 0.6083 1.3878 1.3 2.2 -3.8 -0.56
O 0.7401 2.4902 1.4744 1.9 0.1 -1.3 -0.56
O 1.6066 2.2639 -1.5436 2.8 -1.1 1.5 -0.61
O -1.3602 -3.0243 -0.0523 -2.4 -0.9 2.1 -0.62
O 0.5551 -3.3480 2.6853 -1.2 5.6 -0.3 -0.63
O -1.0078 3.8497 -0.3288 -1.4 -2.2 -0.8 -0.60
O -0.3305 -0.6102 -0.1566 1.7 -1.3 -1.0 -0.65
O -2.9067 0.6794 0.2176 -0.2 0.7 -1.7 -0.62
O 2.5456 -3.1895 0.9125 -0.8 0.8 -3.0 -0.61
H 1.7465 -2.9055 1.3335 -0.8 -0.3 0.2 0.31
H 2.9203 0.4839 0.3795 0.3 -0.4 2.8 0.28
H -1.4408 2.9981 -0.6674 0.9 1.8 0.3 0.32
H 2.5972 -0.0673 1.8394 -1.3 -2.1 0.8 0.29
H 0.8291 -4.1865 2.8325 1.7 -4.0 0.8 0.30
H -0.8366 -2.2355 -0.1245 0.1 0.6 0.1 0.44
H -0.1279 4.5737 -2.5336 0.0 0.0 0.1 0.33
H -3.0672 -2.3946 -3.2704 0.2 -0.6 0.7 0.30
H 0.4972 -0.6260 -0.6795 -0.6 -0.1 0.3 0.31
H -3.2836 0.2085 -0.5701 0.6 0.3 1.6 0.32
H 1.0634 1.7463 -0.9731 -1.6 -0.6 0.0 0.27
H 3.1620 -3.4155 1.5459 1.9 -0.7 2.1 0.32
H -2.9285 -3.0734 -1.8892 -1.5 -0.1 3.5 0.29
H 0.9096 2.1062 0.5863 0.1 0.9 1.3 0.14
H -1.4793 3.9164 0.5071 0.2 0.4 0.3 0.29
H 1.2354 -2.6867 2.9696 -1.0 -1.4 0.2 0.32
H -0.4755 0.2728 0.0895 -0.7 1.8 0.5 0.26
H 2.4509 2.0330 -1.0362 -0.9 1.2 -1.6 0.37
H -2.8973 0.1431 0.9994 -0.3 -0.8 0.2 0.30
H -0.0720 2.1114 1.6993 -2.1 -0.8 0.9 0.30
H -1.9517 -2.8714 0.7671 1.7 -0.4 -2.0 0.27
H 0.5603 3.2178 -2.5612 0.2 0.4 -0.2 0.35
```
Positions in Å, forces in eV/Å.

=====

4.
# H22O11

A cluster of 11 separate species, H22O11 in total (ωB97M-V/def2-TZVPD, the Open Molecules 2025 dataset).

**Total charge**: 0
**Relative energy (zero: lowest compared OMol25 entry of this formula, charge and spin)**: 162.9 kcal per mole
**Spin multiplicity**: 1
**Gap between HOMO and LUMO**: 10.170 eV
**SMILES string**: O.O.O.O.O.O.O.O.O.O.O

Geometry as XYZ:
```
33
Properties=species:S:1:pos:R:3:forces:R:3:mulliken_charge:R:1
O 3.1462 2.2233 0.8358 -3.1 -0.5 0.5 -0.65
O 3.1872 -0.5037 1.0848 -1.7 0.0 -2.0 -0.62
O 0.2112 2.3163 -2.7232 -3.0 -2.5 3.4 -0.65
O -0.2648 2.4293 0.0458 -2.2 1.4 -3.0 -0.61
O 0.9002 0.0653 2.1568 0.3 3.1 -6.1 -0.69
O -1.1988 -3.1047 -0.1232 -2.1 1.0 -0.9 -0.69
O -0.3698 -1.7767 2.2878 -2.2 -1.4 0.5 -0.69
O -4.1698 0.0453 0.0708 -1.7 1.4 -6.0 -0.62
O -0.5988 -0.0117 -0.4852 6.2 3.6 -1.9 -0.48
O -2.5658 0.3883 -2.0782 6.0 -16.9 0.7 -0.68
O 1.6282 -1.7107 -2.0462 -0.5 -2.4 2.1 -0.62
H 3.8612 -0.6307 1.6868 2.5 -0.3 1.8 0.29
H 0.4352 -0.7337 2.2178 -1.7 -1.6 0.4 0.44
H 0.3672 -2.3437 2.5158 -0.3 -1.1 -0.7 0.35
H -0.2158 2.2223 -1.7122 1.8 0.7 -3.8 0.38
H -0.1458 1.5513 0.2498 -0.1 -3.3 0.8 0.42
H -3.6538 -0.1797 -0.8172 -1.4 1.1 1.9 0.39
H -1.4728 -2.7587 -1.0542 0.3 -1.1 2.5 0.34
H -3.6738 -0.3547 0.6788 2.9 -2.4 4.2 0.23
H -0.8428 -1.9587 1.4518 1.1 -0.9 0.4 0.24
H 0.1912 2.8453 0.6968 2.1 2.5 2.9 0.25
H -1.6618 0.3013 -1.4902 -2.5 0.4 -2.2 0.51
H -2.0398 -3.2777 0.4138 1.4 0.2 -1.6 0.38
H 2.4872 1.3453 1.0638 2.6 4.2 -1.2 0.31
H -1.0558 -0.6967 -0.1392 -1.2 -3.9 2.0 -0.01
H 0.4992 -0.0627 -0.5052 -4.3 -0.9 0.0 0.40
H 2.6802 3.1453 0.7018 0.8 -3.3 0.5 0.29
H 1.9112 -0.9697 -2.4952 0.9 2.6 -1.7 0.32
H 0.7512 -1.9057 -2.3512 -0.5 0.0 -0.4 0.29
H 2.3852 -0.4357 1.6188 -0.3 -0.2 -0.1 0.41
H 0.7332 3.0703 -2.6252 1.4 2.0 0.2 0.28
H 1.2752 0.3083 2.8998 2.6 2.0 6.0 0.25
H -2.7218 1.1593 -2.0302 -3.7 16.7 0.7 0.23
```
Positions in Å, forces in eV/Å.

=====

5.
# H22O11Xe

A structure of composition H22O11Xe (ωB97M-V/def2-TZVPD, the Open Molecules 2025 dataset).

**Total charge**: 0
**Relative energy (zero: lowest compared OMol25 entry of this formula, charge and spin)**: 19.0 kcal per mole
**Spin multiplicity**: 1
**Gap between HOMO and LUMO**: 10.239 eV

Geometry as XYZ:
```
34
Properties=species:S:1:pos:R:3:forces:R:3:mulliken_charge:R:1
Xe -2.6610 12.3668 -17.3261 0.0 0.0 0.1 0.00
O -3.0099 12.6001 -20.8738 0.0 -0.1 0.0 -0.66
O -6.5146 12.9381 -15.1652 -0.4 -0.4 0.0 -0.61
O 1.5952 13.5367 -17.1535 0.6 0.3 0.3 -0.72
O -5.6030 13.2739 -20.1833 -0.4 0.5 -0.2 -0.74
O -0.1530 15.0110 -19.0360 -0.1 -0.4 0.0 -0.67
O -0.9212 8.7556 -17.0083 -0.1 -0.2 0.1 -0.60
O -4.2039 14.2593 -14.0361 0.0 -0.1 0.0 -0.64
O 0.7881 11.0936 -16.6473 -0.3 -0.8 0.2 -0.56
O -5.4306 15.3878 -18.2945 0.0 0.5 0.7 -0.61
O -6.0582 11.1088 -18.2522 0.2 0.3 0.0 -0.67
O -5.3200 9.2985 -15.9946 0.1 -0.5 0.0 -0.63
H 0.6904 15.3717 -19.3093 0.3 0.2 -0.2 0.32
H 1.3369 10.4450 -16.2064 0.0 -0.4 0.1 0.31
H -6.7173 13.3719 -15.9940 0.0 0.1 -0.2 0.31
H -0.3062 15.3886 -18.1698 -0.2 0.3 0.2 0.31
H -2.1052 12.7981 -21.1159 0.2 0.2 0.1 0.29
H -5.2655 10.0357 -16.6026 -0.2 0.4 -0.1 0.32
H 1.2880 11.9080 -16.5925 0.2 0.5 -0.5 0.34
H 1.2322 13.8920 -16.3421 0.0 0.2 0.3 0.31
H 0.9517 13.7650 -17.8244 -0.4 -0.1 -0.6 0.38
H -5.6580 13.2850 -14.9160 0.4 0.3 0.2 0.33
H -5.9375 12.7025 -19.4921 -0.1 -0.4 0.4 0.41
H -3.1507 11.7051 -21.1828 -0.1 -0.3 -0.1 0.29
H -4.6823 13.0282 -20.2733 0.5 0.0 -0.2 0.38
H -4.5982 15.8601 -18.2749 0.1 0.2 0.0 0.28
H -5.3241 14.7428 -18.9937 -0.2 -0.6 -0.7 0.40
H -3.3631 13.9067 -13.7448 0.2 -0.2 0.1 0.30
H -1.4098 8.2844 -17.6833 -0.2 -0.2 -0.1 0.30
H -4.0211 15.1758 -14.2429 -0.1 0.3 -0.1 0.30
H -5.1368 9.6810 -15.1365 0.0 0.1 0.2 0.31
H -0.5265 9.4953 -17.4700 0.2 0.5 0.0 0.31
H -5.7546 10.3606 -18.7663 0.1 -0.3 -0.2 0.31
H -7.0088 11.0037 -18.2139 -0.4 -0.1 0.2 0.31
```
Positions in Å, forces in eV/Å.

=====

6.
# H24KrO12

A structure of composition H24KrO12 (ωB97M-V/def2-TZVPD, the Open Molecules 2025 dataset).

**Total charge**: 0
**Relative energy (zero: lowest compared OMol25 entry of this formula, charge and spin)**: 8.3 kcal per mole
**Spin multiplicity**: 1
**Gap between HOMO and LUMO**: 9.583 eV

Geometry as XYZ:
```
37
Properties=species:S:1:pos:R:3:forces:R:3:mulliken_charge:R:1
Kr 6.9629 -15.6283 15.5319 -0.1 0.0 0.1 -0.03
O 7.9394 -18.6626 14.4757 0.1 -0.3 0.1 -0.67
O 3.9128 -17.8190 14.9833 0.2 -0.8 0.0 -0.69
O 9.6865 -16.3246 13.8318 -0.2 -0.1 -0.1 -0.62
O 7.8028 -14.6768 12.4971 -0.1 0.3 -0.5 -0.67
O 7.6696 -17.4496 18.6660 0.5 0.2 0.3 -0.66
O 8.3239 -12.7119 17.2762 0.1 0.2 0.1 -0.62
O 6.0493 -18.9336 16.5457 0.4 -0.1 0.9 -0.68
O 7.1140 -14.8283 19.3840 0.1 0.8 0.1 -0.60
O 5.3346 -13.6160 12.8413 -0.7 0.3 0.3 -0.62
O 3.4125 -15.0874 14.8263 -0.2 -0.4 0.3 -0.69
O 9.1719 -13.1190 14.3078 0.3 0.3 0.6 -0.62
O 5.7090 -18.5577 12.8382 -0.1 0.0 -0.8 -0.70
H 8.1596 -14.7065 11.6094 0.0 0.1 -0.4 0.25
H 8.3802 -12.9220 16.3440 0.1 0.1 -0.5 0.33
H 10.3797 -16.6655 13.2665 0.2 -0.2 -0.3 0.28
H 6.7805 -18.8451 15.9343 0.3 -0.1 -0.5 0.36
H 9.9641 -13.6544 14.2629 0.2 0.1 0.0 0.26
H 8.3737 -17.8440 14.2361 0.2 0.6 -0.1 0.35
H 6.2190 -15.1062 19.5789 -0.2 0.0 0.0 0.27
H 5.0086 -18.3647 13.4615 -0.3 0.1 0.4 0.40
H 4.7101 -14.0941 12.2957 -0.1 0.0 -0.2 0.32
H 7.3122 -18.0456 19.3243 -0.1 -0.2 0.1 0.29
H 6.1913 -13.9476 12.5724 0.5 -0.3 0.1 0.36
H 3.8058 -16.8690 15.0304 -0.2 1.0 0.0 0.41
H 7.3397 -17.7865 17.8330 -0.5 -0.3 -0.4 0.35
H 4.2820 -14.7200 14.6674 0.5 0.5 -0.2 0.33
H 5.3242 -18.4755 16.1205 -0.6 0.2 -0.2 0.36
H 2.9526 -14.9846 13.9931 -0.2 0.1 -0.2 0.30
H 8.3502 -15.2830 12.9962 0.2 -0.6 0.4 0.32
H 8.5966 -13.4848 13.6359 -0.4 0.0 -0.4 0.41
H 8.6381 -19.3167 14.4660 0.1 -0.4 0.0 0.26
H 3.0338 -18.1508 14.8004 -0.2 -0.2 0.1 0.27
H 7.5948 -15.6449 19.2488 0.1 -0.6 -0.2 0.39
H 10.1444 -16.0170 14.6141 0.0 0.1 0.5 0.27
H 6.4729 -18.7415 13.3849 0.3 -0.1 0.2 0.41
H 8.1479 -13.5514 17.7011 -0.3 -0.2 0.5 0.30
```
Positions in Å, forces in eV/Å.